The following is a DFT calculation (ωB97M-V/def2-TZVPD) of a structure of composition C24H38IrN4P2 in a non-equilibrium geometry.

XYZ file:
```
69
Properties=species:S:1:pos:R:3:forces:R:3
C -1.6751 3.1070 -3.7415 0.70 1.05 0.39
C -1.2797 1.8333 -3.3569 1.30 -1.49 -0.40
C 0.0655 1.4235 -3.6804 -0.27 1.88 0.46
C 1.1213 2.4263 -3.7518 -2.45 0.25 -0.23
C 0.6834 3.7751 -3.7997 0.59 -0.91 -0.16
C -0.6746 4.0755 -3.9432 -0.68 -0.32 0.29
C 2.4505 1.9586 -3.8070 1.15 0.89 -0.40
C 2.7198 0.6178 -3.4616 -0.19 -2.48 0.18
C 1.5749 -0.2830 -3.4050 1.77 -0.51 0.80
C 1.7294 -1.5912 -2.8180 -1.39 1.26 -0.92
C 2.9762 -2.1958 -2.8978 1.12 0.56 0.51
C 4.1011 -1.3683 -3.0774 -0.44 -0.51 0.38
C 3.9829 0.0196 -3.2071 -0.90 0.62 -0.41
H -2.7439 3.3390 -3.8233 0.49 0.12 0.21
H 1.4521 4.5448 -3.7676 -0.29 0.05 -0.29
H -0.9856 5.0901 -4.1346 0.07 0.15 -0.08
H 3.2699 2.6385 -4.1068 -0.52 -0.37 0.56
H 3.0673 -3.2839 -2.7639 0.10 0.61 0.11
H 5.0795 -1.8234 -3.0263 0.11 0.06 -0.08
H 4.8388 0.6855 -3.1652 0.14 -0.29 -0.21
N 0.3864 0.1261 -3.9233 -0.96 -0.58 1.64
Ir -0.5704 -0.0250 0.6443 0.68 0.42 -2.37
C -2.1929 0.8627 -2.6431 0.03 0.16 -0.24
H -1.9603 -0.1562 -2.9853 -0.27 0.13 0.12
H -3.2288 1.1562 -2.8679 0.06 -0.38 0.08
C 0.5110 -2.2772 -2.2316 0.46 -0.02 -0.11
H -0.3624 -2.0202 -2.8490 0.07 -0.23 0.23
H 0.7384 -3.3530 -2.2403 -0.51 0.07 -0.02
P -2.0703 0.8738 -0.7553 -1.02 0.12 -0.25
P 0.1035 -1.8597 -0.4221 0.10 -0.61 -0.95
C 1.4643 -2.7132 0.4537 0.20 -0.19 -0.05
H 1.3101 -2.6861 1.5406 -0.08 0.08 -0.28
H 1.5326 -3.7639 0.1410 0.01 0.19 0.01
H 2.4137 -2.2142 0.2232 -0.18 -0.09 0.02
C -1.3793 -2.8617 -0.0115 0.19 -0.80 -0.21
H -1.0984 -3.9032 0.1743 -0.23 -0.06 -0.11
H -1.8209 -2.4391 0.9039 0.14 -0.25 -0.34
H -2.1219 -2.8107 -0.8166 0.17 -0.04 0.13
C -2.3746 2.6363 -0.3544 -0.05 0.02 -0.22
H -3.2308 3.0525 -0.8991 0.12 -0.10 0.09
H -2.5256 2.7763 0.7227 0.00 -0.19 -0.20
H -1.4747 3.1946 -0.6320 -0.15 -0.01 -0.04
C -3.5502 -0.0085 -0.1340 -0.72 0.25 -0.47
H -3.4838 -0.1162 0.9567 0.06 0.18 -0.31
H -4.4648 0.5397 -0.3790 -0.14 -0.17 -0.02
H -3.6022 -1.0169 -0.5555 -0.01 0.21 -0.03
H 0.7011 0.8589 0.7605 1.16 0.79 -0.63
H -0.1304 1.4463 0.0615 0.74 -0.02 -0.01
C 2.1455 -0.0598 2.6719 0.60 0.45 0.13
N 1.0769 -0.5288 3.5545 -0.06 -0.39 -0.35
C 1.5466 -1.5505 4.4855 -0.03 -0.12 0.17
C -0.2097 -0.1103 3.5332 -0.68 0.47 -0.15
N -0.7555 0.5557 2.5228 -0.22 0.80 2.37
N -1.0224 -0.4284 4.5867 0.26 0.24 0.08
C -0.5686 -0.1779 5.9469 0.05 -0.13 0.53
C -2.4689 -0.3829 4.3837 0.19 -0.04 -0.15
H 2.6665 0.7985 3.1203 -0.21 -0.06 -0.13
H 1.8175 0.1970 1.6605 0.08 -0.14 0.60
H 2.9012 -0.8520 2.5771 -0.36 0.16 0.04
H 1.9908 -1.0625 5.3671 -0.06 -0.46 -0.15
H 0.7249 -2.2140 4.7797 0.25 0.22 0.01
H 2.3230 -2.1403 3.9718 -0.38 0.16 0.35
H -1.5489 1.1500 2.7755 0.40 -0.67 0.25
H -1.3093 0.4480 6.4667 0.27 -0.14 -0.14
H -0.4671 -1.1274 6.4921 0.03 0.36 0.05
H 0.3936 0.3531 5.9462 -0.38 -0.19 0.03
H -2.8381 0.6483 4.2568 -0.06 -0.27 0.19
H -2.7298 -0.9698 3.4944 0.01 0.18 0.22
H -2.9404 -0.8333 5.2591 0.00 0.09 -0.14
```
Positions in Å, forces in eV/Å.

Computed properties:
E_LUMO (spin up / spin down) in Ha: -0.0726 / -0.1756
Spin multiplicity: 5
Frontier orbital gap (spin up / spin down) in eV: 6.46 / 5.76
Charge: +1
E in eV: -52871.2186

Atom charges from the Mulliken analysis, given in e for atoms 1 to 8:
1. C -0.54
2. C 0.11
3. C 0.17
4. C 1.04
5. C -0.96
6. C -0.44
7. C -1.27
8. C 0.92

The following is a DFT calculation (ωB97M-V/def2-TZVPD) of a cluster of 5 separate species, C24H38N4O4 in total.

XYZ file:
```
70
Properties=species:S:1:pos:R:3:forces:R:3
C -1.8665 -0.3431 -3.9640 0.25 0.21 -0.14
C -0.4872 -0.5858 -3.3794 -0.14 0.02 -0.01
O -0.6217 -1.2496 -2.1338 -0.15 -0.02 0.04
C 0.4077 -0.9751 -1.2062 0.08 -0.03 0.17
C 0.4734 -2.1075 -0.1846 0.10 -0.09 -0.09
O 0.0851 -1.7011 1.1252 -0.13 -0.09 -0.03
C 1.1506 -1.3165 1.9208 0.05 -0.06 0.13
O 1.8307 -0.2455 1.2995 0.08 0.02 0.11
C 3.0804 0.0489 1.9092 -0.19 0.00 -0.19
C 4.2248 -0.5489 1.1298 0.08 0.09 0.15
O 4.3007 -1.9309 1.3903 -0.22 -0.10 -0.10
C 5.1314 -2.6334 0.4898 0.09 -0.01 0.09
H -1.7911 -0.2272 -5.0456 -0.06 0.00 -0.02
H -2.2833 0.5819 -3.5674 -0.20 -0.09 0.08
H -2.5323 -1.1757 -3.7503 -0.01 -0.06 0.02
H 0.0236 0.3722 -3.2463 0.08 0.01 0.01
H 0.1176 -1.1991 -4.0553 0.08 -0.05 0.03
H 0.2071 -0.0461 -0.6675 0.02 0.09 -0.06
H 1.3732 -0.8728 -1.7102 0.02 0.00 -0.12
H 1.4800 -2.5335 -0.1484 0.03 -0.01 0.05
H -0.2124 -2.8929 -0.5001 -0.09 0.04 0.03
H 0.7364 -1.0108 2.8852 -0.07 0.06 -0.01
H 1.8485 -2.1516 2.0797 0.07 0.00 -0.11
H 3.0926 -0.3130 2.9401 0.09 0.06 0.09
H 3.1868 1.1341 1.9134 -0.01 0.04 0.06
H 5.1582 -0.0452 1.4165 0.08 0.02 -0.08
H 4.0530 -0.3586 0.0645 0.04 -0.03 -0.05
H 5.0033 -2.2699 -0.5325 -0.02 0.00 -0.06
H 6.1848 -2.5419 0.7701 0.06 0.07 -0.05
H 4.8534 -3.6834 0.5302 -0.02 -0.04 0.03
C -2.1993 -3.7062 5.0730 -0.01 0.00 0.02
C -0.9452 -4.1069 5.6088 -0.01 0.00 0.01
C -0.0303 -4.0441 4.5912 0.00 0.01 -0.04
N -0.6825 -3.6211 3.4659 0.06 -0.07 0.02
C -2.0023 -3.4123 3.7495 0.02 0.01 0.00
H -3.1365 -3.6388 5.5993 0.00 0.00 0.01
H -0.7394 -4.4058 6.6228 0.00 0.00 0.01
H 1.0238 -4.2630 4.5739 0.00 -0.01 0.01
H -0.2594 -3.4689 2.5674 -0.09 0.10 -0.04
H -2.6839 -3.0692 2.9906 -0.01 0.01 0.00
C -4.8982 3.2646 -1.0977 -0.01 0.02 -0.03
C -6.0228 2.4328 -1.3515 -0.02 0.02 0.04
C -5.5687 1.1430 -1.4217 0.04 0.00 -0.02
N -4.2157 1.1651 -1.2233 0.04 -0.05 0.00
C -3.7981 2.4517 -1.0252 0.01 -0.03 -0.02
H -4.8966 4.3359 -0.9866 0.00 0.00 0.01
H -7.0451 2.7472 -1.4777 -0.01 0.00 0.00
H -6.0895 0.2185 -1.6009 -0.01 0.00 0.00
H -3.6168 0.3591 -1.2292 0.02 -0.01 0.01
H -2.7605 2.6785 -0.8504 0.00 0.01 0.01
C 9.0913 1.1417 4.2553 0.01 0.00 0.00
C 8.2566 2.2671 4.0149 0.01 0.01 0.00
C 7.0678 1.7965 3.5264 -0.01 -0.03 -0.01
N 7.1538 0.4324 3.4614 0.00 -0.04 0.00
C 8.3822 0.0247 3.9044 -0.01 0.02 -0.01
H 10.0962 1.1524 4.6421 0.01 0.00 0.00
H 8.5011 3.3022 4.1837 0.00 0.01 0.00
H 6.1730 2.3133 3.2242 0.00 0.01 0.00
H 6.4256 -0.1806 3.1456 -0.01 -0.03 0.04
H 8.6449 -1.0186 3.9330 0.01 0.00 0.01
C -6.4708 2.7248 -6.1299 0.00 0.00 0.00
C -6.1794 3.4027 -4.9142 0.03 -0.02 -0.02
C -6.6661 4.6764 -5.0341 -0.02 0.00 -0.02
N -7.2402 4.7925 -6.2717 0.01 0.01 0.00
C -7.1249 3.6083 -6.9465 -0.01 0.01 0.01
H -6.2290 1.7041 -6.3748 0.00 -0.01 0.00
H -5.6746 3.0017 -4.0511 -0.01 0.00 0.01
H -6.6547 5.5047 -4.3468 0.01 0.00 0.01
H -7.6771 5.6204 -6.6301 -0.01 0.01 0.00
H -7.5174 3.4952 -7.9423 0.00 -0.01 -0.01
```
Positions in Å, forces in eV/Å.

Computed properties:
SMILES: CCOCCOCOCCOC.c1cc[nH]c1.c1cc[nH]c1.c1cc[nH]c1.c1cc[nH]c1
E_LUMO in Ha: 0.0181
Frontier orbital gap in eV: 8.60
E in eV: -39651.7130

Atom charges from the Mulliken analysis, given in e for atoms 1 to 8:
1. C -1.09
2. C -0.25
3. O -0.33
4. C -0.46
5. C -0.52
6. O -0.41
7. C -0.62
8. O -0.26

The following is a DFT calculation (ωB97M-V/def2-TZVPD) of a structure of composition C24H39AsF6N3O6S3 in a non-equilibrium geometry.

XYZ file:
```
82
Properties=species:S:1:pos:R:3:forces:R:3
As 15.0564 -4.8531 -6.0248 -0.39 -0.38 -0.21
F 15.2601 -3.0775 -5.5634 0.48 -2.14 -0.77
F 14.2430 -5.1069 -4.4559 1.02 0.44 -0.71
F 14.5086 -6.4657 -6.4337 1.09 0.27 0.30
F 15.8651 -4.7394 -7.6199 -0.91 0.51 1.66
F 16.7089 -5.3030 -5.3549 -2.53 0.69 -0.61
F 13.4500 -4.3672 -6.7021 1.37 0.30 0.31
C 9.8182 -2.4470 -9.0456 1.40 1.54 -0.31
C 11.0183 -2.0417 -8.0732 -0.61 -1.54 -0.05
C 12.4076 -1.9148 -8.7695 -1.04 0.02 -0.60
S 12.2020 -2.5600 -10.5147 -1.78 -0.68 0.68
O 13.0987 -3.6891 -10.8052 -0.97 1.88 0.29
O 12.0318 -1.4387 -11.4409 0.45 -0.91 0.60
C 10.4221 -3.2875 -10.1286 2.10 -0.07 -0.27
H 9.4582 -1.5170 -9.4857 -0.34 0.00 -0.03
H 8.9973 -2.9402 -8.5251 0.21 0.01 0.10
H 11.0712 -2.8658 -7.3618 0.21 0.12 0.24
H 10.7457 -1.1399 -7.5250 0.22 -0.03 -0.09
H 13.2070 -2.5364 -8.3662 -0.20 0.12 0.33
H 12.6051 -0.8437 -8.7259 0.66 -0.19 -0.67
H 10.6948 -4.2564 -9.7104 -0.13 -0.22 -0.32
H 9.9306 -3.3550 -11.0992 -0.08 -0.01 0.20
C 16.6102 -0.3422 -8.7317 1.85 -0.05 -1.64
C 16.9505 -1.8371 -8.5051 1.09 0.54 0.95
C 18.3582 -1.8623 -7.8206 0.26 0.96 1.52
S 18.7514 -0.1450 -7.1074 1.10 -2.55 0.60
O 19.8476 0.4703 -7.8610 -1.43 -0.03 0.41
O 18.9276 -0.2790 -5.6438 -0.38 0.55 -2.05
C 17.1252 0.4075 -7.4822 -1.88 0.05 0.08
H 15.6062 -0.2120 -9.1356 -0.31 0.31 0.95
H 17.2109 -0.0522 -9.5937 0.24 0.27 -0.18
H 16.9642 -2.4435 -9.4108 -0.23 0.20 0.04
H 16.2509 -2.2553 -7.7815 -0.03 -0.19 -0.21
H 19.2726 -2.1987 -8.3093 -0.39 0.09 -0.57
H 18.3366 -2.3654 -6.8539 -0.21 -0.48 -0.19
H 17.0646 1.4833 -7.3174 -0.17 0.02 -0.65
H 16.4533 -0.0548 -6.7591 0.59 0.28 0.97
C 14.8343 -6.0253 -0.8532 1.20 0.26 -1.17
C 15.9072 -4.9699 -1.3090 0.31 0.39 1.43
C 17.3084 -5.4880 -0.7350 -1.85 -0.63 0.08
S 16.8114 -6.0291 1.0076 0.29 0.88 -1.68
O 16.9552 -4.8695 1.8745 -0.25 -0.88 -0.07
O 17.4959 -7.2839 1.2830 -0.53 0.68 0.29
C 14.9851 -6.3903 0.6294 1.47 0.26 0.13
H 15.1034 -6.8709 -1.4862 -0.26 -0.45 0.23
H 13.8735 -5.6852 -1.2397 -0.23 -0.06 0.66
H 15.6561 -3.9939 -0.8937 0.26 0.04 0.95
H 15.7346 -4.6555 -2.3383 0.82 -1.13 -0.53
H 18.2215 -4.8929 -0.7184 -0.56 0.62 0.32
H 17.6369 -6.4246 -1.1856 -0.41 -0.14 -0.24
H 14.3664 -5.8454 1.3424 0.16 0.19 -0.17
H 14.9876 -7.4497 0.8861 -0.44 -0.01 -0.35
N 12.3958 -7.8626 -11.0785 -1.45 1.42 1.11
C 12.9590 -8.8176 -10.3003 0.34 0.46 -0.63
C 13.0685 -8.2527 -9.0456 2.33 -5.80 0.47
C 12.4993 -7.0662 -8.9362 -3.32 3.33 -2.04
C 11.9900 -6.8071 -10.2418 0.89 -0.57 -0.41
H 12.1037 -7.9320 -12.0428 0.17 -0.09 0.32
H 13.1524 -9.7840 -10.7419 0.44 0.05 0.41
H 13.5034 -8.8778 -8.2797 -0.02 0.38 0.43
H 12.1982 -6.6006 -8.0094 0.50 0.48 -0.23
H 11.4464 -6.0317 -10.7611 0.15 0.29 0.55
N 10.7153 -9.0469 -3.7518 1.86 1.92 -0.32
C 11.8008 -8.0796 -3.8720 -1.46 -2.48 0.65
C 11.6566 -7.4797 -5.0528 -0.37 1.40 -0.78
C 10.4106 -7.8657 -5.6142 -0.97 -0.68 -0.49
C 9.8694 -8.8830 -4.8687 1.26 0.25 2.09
H 10.5788 -9.5466 -2.8847 -0.33 -0.10 -0.54
H 12.6018 -7.9168 -3.1661 -0.22 -0.51 0.19
H 12.3599 -6.7604 -5.4456 -0.18 0.09 -0.02
H 9.8463 -7.3837 -6.3989 0.47 -0.20 -0.42
H 8.9840 -9.5010 -4.8927 -0.05 0.34 -0.36
N 14.2915 -0.6778 -5.0048 -0.34 1.54 -1.17
C 14.1169 0.3372 -5.9507 -0.78 -1.51 0.05
C 13.8218 1.4920 -5.2699 0.98 1.32 -1.78
C 14.1059 1.2916 -3.9453 -0.89 -2.30 2.21
C 14.2243 -0.1056 -3.7996 1.01 1.27 1.41
H 14.4133 -1.6604 -5.2046 0.11 0.03 0.01
H 14.2139 0.0878 -6.9971 -0.39 0.17 0.03
H 13.5572 2.4615 -5.6654 0.22 -0.11 -0.41
H 14.1088 1.9843 -3.1167 -0.22 0.03 -0.16
H 14.3975 -0.6587 -2.8883 -0.03 -0.11 -0.14
```
Positions in Å, forces in eV/Å.

Computed properties:
E_LUMO in Ha: 0.0831
Frontier orbital gap in eV: 7.97
Charge: -1
E in eV: -151926.2975

Atom charges from the Mulliken analysis, given in e for atoms 1 to 8:
1. As 2.07
2. F -0.64
3. F -0.50
4. F -0.46
5. F -0.46
6. F -0.53
7. F -0.51
8. C -0.77

The following is a DFT calculation (ωB97M-V/def2-TZVPD) of a structure of composition C24H39BBeCl2F5Mg2N2O15PS2Si2 in a non-equilibrium geometry.

XYZ file:
```
96
Properties=species:S:1:pos:R:3:forces:R:3
C -2.0885 -0.5107 3.6522 -0.61 0.58 1.96
C -0.6651 0.2900 3.8350 -1.83 0.41 -0.95
S 0.8337 -0.6057 3.1497 -0.27 0.08 0.09
C 0.5545 -1.0526 1.3533 -2.11 0.07 -1.84
Si 0.6366 0.5096 0.1553 -0.36 -1.94 1.49
C 0.2185 -0.1972 -1.5861 -0.54 -0.14 -2.54
C -1.3125 0.0641 -2.1054 -4.18 -5.35 1.07
O -2.2612 -0.8429 -1.7866 5.78 7.13 -1.84
F -1.7202 1.2316 -2.9687 1.42 -3.00 2.69
O -0.5031 1.6434 0.8220 0.15 1.74 -2.17
Si -0.6403 3.1528 -0.0167 -0.90 -0.24 3.30
C -2.5214 3.2950 -0.5687 -1.30 -0.40 0.21
C -3.4396 2.0355 0.0371 -0.08 2.49 -1.08
O -3.7849 2.2884 1.4643 0.85 -0.17 -1.54
C -4.8718 1.8740 -0.7604 -1.98 1.19 -1.28
F -5.9535 2.6626 -0.1228 3.92 -2.60 -1.94
F -5.2426 0.4327 -0.6770 1.22 2.64 0.94
F -4.8022 2.2156 -2.2003 0.67 -0.78 4.68
O -0.1861 4.4485 1.1314 -2.63 1.02 -3.32
C -0.8633 5.7078 0.8001 -3.41 3.47 5.49
O -1.5538 6.3076 1.8093 4.52 -4.23 -6.87
C -0.8680 6.4858 -0.6405 -0.88 1.39 -4.54
C 0.4598 7.2701 -1.2884 -1.74 -0.08 -2.07
C 0.4766 8.0176 -2.7477 -2.89 -2.56 1.69
C -0.8677 8.0390 -3.6909 0.33 -1.57 4.70
C -2.2203 7.3310 -3.0920 2.33 -0.37 2.34
C -2.2348 6.5710 -1.6014 3.10 1.27 -0.91
P 0.5600 3.4545 -1.8037 2.69 1.78 -2.76
S 2.3174 4.3191 -1.4812 -0.65 -0.50 0.55
B 2.5174 1.0797 0.3091 3.79 1.03 0.01
O 3.4896 0.5387 -0.6702 -2.80 -0.03 2.44
O 2.9463 1.9868 1.4000 -2.02 -2.34 -0.77
H -2.3946 -0.6977 2.5228 0.86 0.04 1.04
H -2.9273 0.1783 4.1169 1.55 -1.34 -0.71
H -2.1396 -1.5299 4.2700 0.15 2.14 -1.58
H -0.8208 1.3761 3.4170 0.54 -2.04 0.71
H -0.4879 0.4220 5.0081 -1.45 -0.72 -2.62
H 1.3257 -1.8215 0.9054 -1.41 1.22 1.57
H -0.5473 -1.4802 1.1874 2.26 0.47 0.64
H 1.0446 0.1682 -2.3667 -2.00 -0.60 1.55
H 0.3560 -1.3834 -1.5542 -0.58 2.33 -0.12
H -3.0400 4.2653 -0.1669 0.83 -1.78 -0.71
H -2.5395 3.3484 -1.7390 -0.22 -0.36 2.20
H -2.8908 1.0038 -0.0072 -0.14 1.77 -0.87
H -3.4284 3.1836 1.7579 -0.62 -1.43 -0.31
H 1.4410 7.2288 -0.6311 -2.24 0.31 -1.57
H 1.4662 8.5111 -3.1316 -2.16 -1.10 0.93
H -0.9133 8.5264 -4.7546 0.16 -0.10 2.22
H -3.2016 7.3351 -3.7527 2.26 0.12 1.83
H -3.2744 6.1117 -1.2975 2.41 1.08 -0.50
H -0.1603 4.4264 -2.6394 -0.25 -1.24 0.65
H 0.7778 2.3107 -2.6459 -0.82 0.34 0.53
H 3.2742 -0.4397 -0.8015 0.52 1.71 0.01
H 2.3466 1.8541 2.2162 1.18 0.39 -2.10
C 0.8891 -5.3516 -1.5527 0.38 -0.43 0.22
N 1.6302 -4.1103 -1.2009 0.16 0.16 -0.07
O 1.6839 -3.2210 -2.0584 0.23 -0.50 1.55
O 2.1369 -4.0638 -0.0740 -0.62 0.57 -1.37
H 0.4986 -5.2543 -2.5679 -0.29 0.23 -0.15
H 1.5921 -6.1846 -1.4880 0.00 0.11 0.19
H 0.0737 -5.4632 -0.8350 0.25 0.02 -0.15
Mg -3.9718 0.1927 1.2682 -0.44 -0.64 1.13
C 5.3557 -1.1933 4.9358 0.08 -0.15 0.00
C 6.0395 -0.3327 3.8781 0.17 -0.35 0.30
C 5.0471 0.4441 3.0106 -0.26 -0.99 -0.56
C 4.1371 -0.5270 2.2765 -4.96 -5.15 -4.08
N 3.3821 -1.3327 1.6674 6.19 6.31 4.92
H 4.7233 -1.9636 4.4832 0.04 0.09 0.03
H 6.1030 -1.7066 5.5491 -0.18 0.12 -0.04
H 4.7332 -0.5807 5.5978 0.04 -0.03 0.03
H 6.6623 -0.9768 3.2452 -0.10 0.22 0.04
H 6.7108 0.3756 4.3760 -0.12 0.01 -0.22
H 5.5861 1.0550 2.2788 -0.34 -0.12 -0.07
H 4.4377 1.1128 3.6281 -0.09 -0.12 -0.17
C -2.1996 -7.7644 -6.3800 -0.42 0.34 0.02
O -1.1110 -8.6733 -6.5324 0.90 -0.05 0.70
C -0.1512 -8.5597 -5.5799 -0.04 0.24 0.26
O -0.1559 -7.7712 -4.6475 0.04 -1.11 -1.26
O 0.8146 -9.4752 -5.8445 -0.83 0.67 0.08
C 1.8977 -9.4705 -4.9165 0.39 -0.04 0.29
H -2.9062 -7.9437 -7.1949 0.34 -0.20 0.07
H -2.7172 -7.9376 -5.4310 0.21 0.15 -0.10
H -1.8504 -6.7290 -6.4487 -0.03 -0.19 0.20
H 1.5439 -9.7120 -3.9090 0.03 0.20 -0.16
H 2.4107 -8.5034 -4.9266 -0.19 -0.12 0.11
H 2.6101 -10.2409 -5.2245 -0.34 0.10 -0.16
C -1.4873 -0.6733 7.4129 -4.39 -3.09 -2.64
O -0.9560 0.4603 7.3315 2.43 2.95 -1.80
O -0.9676 -1.3653 8.4168 0.53 0.34 1.54
O -2.3822 -1.2203 6.7304 1.73 1.78 0.61
H -0.3699 -0.6253 8.6472 0.80 -0.94 1.39
Cl -0.1485 -3.1465 7.2345 0.71 -0.24 -0.44
Mg 1.0237 0.6983 6.0224 -0.60 -0.63 1.58
Cl -2.2074 7.7251 -5.8371 -0.17 -0.75 -1.10
F -0.9175 -4.3768 -2.9851 -0.31 0.37 -0.04
Be -6.8993 1.4461 -2.3798 -1.33 -0.35 -0.72
```
Positions in Å, forces in eV/Å.

Computed properties:
E_LUMO in Ha: -0.3848
Frontier orbital gap in eV: 1.13
Charge: +2
E in eV: -156481.7454

Atom charges from the Mulliken analysis, given in e for atoms 1 to 8:
1. C -0.31
2. C 0.54
3. S 0.28
4. C -0.41
5. Si -0.66
6. C 0.41
7. C 0.40
8. O -0.51